108
Properties=species:S:1:pos:R:3 method="wB97M-V/def2-TZVPD" multiplicity=5 charge=+2 s_squared=6.013 e_homo_ha="-0.463 / -0.504" e_tot_ha=-5547.1013
Rh 0.34829 0.01529 0.19742
F -4.34540 0.18351 -1.66349
Ge -2.69844 0.09323 -0.99513
C -2.22222 1.89566 -1.69194
C -3.35020 2.56658 -2.18248
C -3.23677 3.79146 -2.82505
C -1.99263 4.37343 -3.02030
C -0.86906 3.73524 -2.53419
C -0.97451 2.52130 -1.84272
P 0.60402 1.84962 -1.28782
C 1.44278 1.56754 -2.87278
C 2.55848 2.27316 -3.32132
C 3.00880 2.09711 -4.62450
C 2.34734 1.23360 -5.48388
C 1.22947 0.53761 -5.04357
C 0.78429 0.69582 -3.74289
C 1.47444 3.18972 -0.43325
C 2.84468 3.05564 -0.17702
C 3.54249 4.06329 0.47010
C 2.87516 5.20496 0.89561
C 1.51158 5.33330 0.67272
C 0.81088 4.33089 0.01427
C -2.28073 -1.57652 -1.98120
C -3.34646 -1.98091 -2.79392
C -3.33001 -3.20426 -3.44675
C -2.26109 -4.07398 -3.28762
C -1.19268 -3.68914 -2.50165
C -1.17437 -2.43598 -1.87079
P 0.33382 -2.08472 -0.94795
C 0.50289 -3.50666 0.17313
C 1.75612 -3.98708 0.55557
C 1.85451 -5.10706 1.37013
C 0.70708 -5.74998 1.81348
C -0.54266 -5.25837 1.46243
C -0.64878 -4.13559 0.65397
C 1.70225 -2.17956 -2.15162
C 1.49285 -2.56151 -3.47751
C 2.56156 -2.65940 -4.35753
C 3.84650 -2.34774 -3.94269
C 4.06352 -1.93209 -2.63628
C 3.00138 -1.84983 -1.74690
C -3.35773 -0.06372 0.86067
C -4.75258 -0.16502 0.92635
C -5.41357 -0.19257 2.14554
C -4.70558 -0.10308 3.33608
C -3.32735 -0.00881 3.29367
C -2.64937 -0.00688 2.06611
P -0.86017 0.10936 2.21437
C -0.62728 1.69376 3.06769
C -0.17292 1.84721 4.37645
C -0.14144 3.11174 4.95280
C -0.57156 4.22000 4.23681
C -1.03753 4.06997 2.93574
C -1.05763 2.81522 2.35005
C -0.38915 -1.24636 3.31064
C -1.24323 -2.33663 3.47802
C -0.88175 -3.37847 4.32023
C 0.33792 -3.35761 4.97977
C 1.21239 -2.29386 4.79098
C 0.85440 -1.25007 3.95269
H -4.32754 2.12254 -2.08184
H -4.13221 4.27961 -3.19465
H -1.89797 5.31527 -3.54861
H 0.10840 4.18185 -2.69083
H 3.04845 3.00180 -2.69423
H 3.86562 2.66129 -4.97361
H 2.69642 1.11154 -6.50371
H 0.69767 -0.12253 -5.71991
H -0.10993 0.17150 -3.41392
H 3.37283 2.17085 -0.51705
H 4.60997 3.96590 0.63499
H 3.42090 5.99852 1.39324
H 0.99059 6.22545 1.00269
H -0.24988 4.45011 -0.17029
H -4.20969 -1.34444 -2.90529
H -4.17374 -3.48508 -4.06661
H -2.25791 -5.04435 -3.77245
H -0.35638 -4.36731 -2.37010
H 2.66103 -3.52083 0.18587
H 2.83264 -5.49002 1.64045
H 0.78790 -6.63737 2.43315
H -1.44163 -5.75852 1.80620
H -1.63063 -3.77278 0.37544
H 0.50013 -2.78098 -3.84039
H 2.38176 -2.97276 -5.38026
H 4.67700 -2.42283 -4.63678
H 5.06492 -1.68292 -2.30366
H 3.19663 -1.53699 -0.73438
H -5.33220 -0.21149 0.01756
H -6.49548 -0.27146 2.16009
H -5.22275 -0.10637 4.29054
H -2.76516 0.06136 4.22076
H 0.10458 0.99026 4.97286
H 0.19439 3.22424 5.97763
H -0.56011 5.20040 4.70021
H -1.39968 4.93230 2.38443
H -1.44850 2.69592 1.34186
H -2.20131 -2.36215 2.97329
H -1.56238 -4.21056 4.46541
H 0.61047 -4.17374 5.64184
H 2.16601 -2.27335 5.30581
H 1.53065 -0.41537 3.83224
C 3.20211 1.09821 2.38135
C 2.41743 0.32253 1.36711
O 2.45060 -0.84991 1.22859
H 3.54879 0.43204 3.16861
H 2.61443 1.93071 2.76712
H 4.06773 1.51815 1.86052